Entry 1:
DFT (ωB97M-V with the def2-TZVPD basis set) results for 8 unconnected molecules or ions with the total composition C28H50Cl4N6.

Geometry (Å):
1 C 6.451 51.275 13.032
2 H 6.860 38.983 19.882
3 H 8.531 49.609 11.499
4 H 16.058 46.924 17.452
5 C -1.295 49.548 15.797
6 H 5.586 39.621 21.862
7 C 2.340 46.286 21.716
8 H 7.977 41.928 15.367
9 C 15.117 36.819 15.385
10 H 6.557 37.307 20.228
11 H 14.308 37.532 15.227
12 Cl 8.705 45.552 15.623
13 C 3.671 39.027 22.523
14 H 9.005 42.567 16.559
15 C 0.904 48.353 15.850
16 C 0.264 49.682 16.028
17 H 14.841 46.857 19.717
18 C 15.731 36.707 16.736
19 C 7.972 50.413 11.021
20 H 0.799 45.699 23.154
21 N 13.827 39.629 18.127
22 H 0.686 50.491 15.433
23 N 1.447 47.345 15.617
24 Cl 2.070 39.975 8.768
25 Cl 9.873 42.824 14.424
26 N 16.075 47.734 14.221
27 H 15.978 37.113 14.784
28 C 8.832 51.667 10.674
29 H 9.922 51.688 10.684
30 H 1.538 46.800 21.186
31 H 13.697 47.967 19.061
32 H 8.396 52.063 9.757
33 C 1.008 48.221 23.666
34 C 1.847 45.998 23.190
35 C 2.493 41.662 8.640
36 C 15.317 47.681 17.706
37 H 14.420 49.260 16.418
38 H 15.032 36.085 17.295
39 C 4.813 38.305 20.259
40 H 4.136 38.934 19.681
41 H 2.542 45.389 21.131
42 C 6.179 38.160 19.665
43 C -2.172 49.005 16.978
44 H -1.592 48.175 17.382
45 C 14.576 48.181 16.386
46 H 6.280 37.883 18.615
47 C 4.887 38.798 21.719
48 C 7.603 44.005 15.530
49 H 6.080 51.450 11.006
50 H 4.700 41.363 8.782
51 Cl 4.171 43.538 9.624
52 C 14.737 38.983 17.815
53 H 15.929 48.504 18.075
54 H 8.541 52.303 11.510
55 H 7.234 44.070 14.507
56 H -1.714 50.545 15.655
57 N 6.370 51.632 14.115
58 H -1.528 48.954 14.913
59 H 16.687 38.751 16.909
60 H 2.464 45.245 23.681
61 H 1.823 42.349 9.157
62 C 15.476 47.914 15.205
63 H 13.781 46.275 18.489
64 C 8.577 42.812 15.587
65 C 3.838 41.769 9.310
66 H 13.663 47.589 16.324
67 H 1.755 47.066 25.101
68 C 6.596 50.732 11.644
69 H 3.005 47.553 23.918
70 H 5.230 37.966 22.334
71 H -3.058 48.472 16.632
72 C 14.362 47.150 18.783
73 H 0.547 49.956 17.044
74 H 3.899 41.353 10.316
75 C 15.946 38.154 17.439
76 C 1.973 47.227 24.045
77 N 2.740 39.170 23.149
78 H 6.857 44.037 16.324
79 H 14.634 35.936 14.966
80 H 6.021 49.806 11.634
81 H -2.343 49.670 17.825
82 H 16.432 38.062 18.410
83 H 7.668 49.855 10.136
84 H 2.589 41.843 7.570
85 H 3.339 46.723 21.704
86 H 4.330 37.328 20.245
87 N 0.241 48.994 23.361
88 H 16.734 36.280 16.734

Highest occupied orbital energy ... -10.60 eV
Structure (SMILES) ... CCCC#N.CCCC#N.CCCC#N.CCCC#N.CCCC#N.CCCC#N.ClCCCl.ClCCCl
Lowest unoccupied orbital energy ... 0.36 eV

=====

Entry 2:
DFT (ωB97M-V with the def2-TZVPD basis set) results for 9 unconnected molecules or ions with the total composition C28H50Cl6F8O6.

Geometry (Å):
1 H -1.024 4.984 -0.477
2 C -2.168 -1.856 -1.676
3 H 2.794 7.836 1.417
4 H 2.178 10.467 -0.071
5 H -3.371 -10.065 -8.605
6 O 1.967 -1.130 -9.238
7 H -9.328 -2.394 2.390
8 C 0.914 -4.340 6.841
9 C 9.815 3.045 3.354
10 H 0.008 -6.999 5.122
11 H 2.677 0.541 -8.278
12 C 0.565 -0.289 0.181
13 C -8.698 -5.469 1.142
14 H 3.600 10.646 -1.055
15 H 1.769 -5.345 5.115
16 H -0.888 0.099 -10.140
17 F -3.455 -0.837 0.015
18 C 0.730 -1.372 -9.939
19 C 0.581 0.672 -8.792
20 C 3.628 7.968 0.728
21 C -8.459 -4.250 3.195
22 H 7.602 1.479 2.546
23 H -0.946 -4.952 4.588
24 H 11.302 2.606 1.899
25 C -1.835 5.586 -0.886
26 H -8.226 -5.999 0.314
27 Cl -6.078 1.554 6.217
28 Cl -1.785 5.461 -2.705
29 H -6.967 -5.462 2.382
30 H -8.947 -4.464 4.146
31 C 10.540 2.051 2.446
32 Cl -3.435 5.120 -0.281
33 H 9.551 2.628 4.325
34 Cl -3.176 -7.950 -7.507
35 F -1.879 -2.970 -0.997
36 O -8.937 -4.013 0.986
37 C -9.386 -3.477 2.276
38 H 7.676 3.764 3.200
39 H 4.881 8.538 2.220
40 H 1.582 -0.422 -7.297
41 F -0.131 1.423 1.784
42 C -4.987 1.877 4.850
43 H 7.724 2.261 0.926
44 H 4.862 11.028 0.998
45 H 0.887 -4.481 7.922
46 Cl -4.086 3.403 5.162
47 C -3.464 -1.186 -1.271
48 H -1.617 6.615 -0.597
49 H -1.921 -5.401 6.059
50 H -8.146 -6.417 3.158
51 H -9.719 -5.850 1.155
52 H -0.179 -0.515 2.132
53 H 0.356 -2.371 -9.714
54 Cl -2.670 -8.621 -10.285
55 F 1.013 -1.539 0.160
56 H 8.690 4.100 1.813
57 C 0.452 0.216 1.628
58 H -4.176 -2.008 -1.349
59 H -0.921 -0.841 -8.623
60 C 3.191 10.090 -0.211
61 C -0.936 -0.862 -1.671
62 H -10.431 -3.766 2.393
63 H 2.064 -6.183 6.698
64 O -0.743 -0.290 -0.327
65 H 0.888 -1.217 -11.006
66 H 0.087 1.174 -7.959
67 H 10.433 3.890 3.658
68 C 1.779 -0.077 -8.311
69 H 3.968 6.991 0.385
70 H 1.660 -3.595 6.566
71 C 1.386 -5.563 6.112
72 H -7.631 -3.576 3.415
73 O 9.519 1.473 1.667
74 F 1.613 0.248 2.253
75 C 4.091 10.258 1.036
76 C -3.572 -9.019 -8.838
77 O 3.094 8.688 -0.370
78 H -5.585 1.935 3.940
79 C 4.721 8.884 1.199
80 H -4.628 -9.046 -9.106
81 O -0.422 -4.044 6.345
82 F -3.886 -0.175 -2.041
83 H -0.171 -6.801 6.893
84 H -0.057 -1.471 -1.883
85 H -4.269 1.060 4.774
86 C -8.046 -5.548 2.507
87 F 1.292 0.501 -0.608
88 C 8.487 3.364 2.592
89 H 5.657 8.770 0.653
90 F -2.286 -2.214 -2.968
91 C 8.232 2.055 1.868
92 H 0.921 1.442 -9.484
93 H 3.506 10.563 1.904
94 C 0.063 -6.297 5.955
95 H 11.036 1.256 3.002
96 H -1.156 -0.029 -2.338
97 C -0.932 -5.192 5.652
98 C -0.278 -0.362 -9.362

Highest occupied orbital energy ... -9.53 eV
Structure (SMILES) ... FC(F)C(F)(F)COC(F)(F)C(F)F.C1CCOC1.C1CCOC1.C1CCOC1.C1CCOC1.C1CCOC1.ClCCl.ClCCl.ClCCl
Lowest unoccupied orbital energy ... 0.18 eV

=====

Entry 3:
DFT (ωB97M-V with the def2-TZVPD basis set) results for a molecular structure, C28H50ClN3O4PdSSb.

Geometry (Å):
1 H -3.493 4.182 -2.941
2 O 2.153 0.522 0.092
3 H -1.126 4.212 1.155
4 H 2.060 0.666 2.275
5 H 4.160 -1.410 -0.236
6 H 6.135 1.826 0.061
7 C 0.727 -3.678 -0.466
8 C 0.401 -0.052 5.133
9 H -1.284 -4.496 -3.936
10 C 1.977 3.161 -1.241
11 N -1.109 -0.976 -1.059
12 H -3.280 -3.155 -0.001
13 H -0.256 -3.150 -4.426
14 H 0.289 -4.860 -2.219
15 H -3.611 4.458 1.003
16 C -5.245 2.025 -1.624
17 C -2.102 -1.524 -0.296
18 C -3.735 3.517 1.538
19 H -3.285 -2.976 -3.948
20 H -3.794 3.760 2.601
21 C 1.437 0.344 4.307
22 Cl 2.968 0.806 4.964
23 H 3.061 0.514 -3.318
24 N -2.535 -2.797 -0.585
25 H -2.494 -3.006 -5.513
26 H -2.687 1.674 1.906
27 C -0.903 -0.352 3.155
28 C -4.173 0.964 -1.391
29 C 1.254 0.373 2.932
30 H -1.825 -0.628 2.655
31 H -4.692 3.080 1.259
32 C -0.902 -3.094 -2.394
33 H -0.910 3.863 -1.360
34 N 0.098 0.032 2.359
35 C -1.194 2.913 -3.266
36 H 1.691 -4.136 -0.251
37 H 2.282 2.967 -0.217
38 C -1.245 3.271 1.696
39 C -2.365 -2.713 -4.473
40 C -2.552 2.582 1.313
41 H -1.637 -0.734 5.129
42 H 5.433 0.533 1.028
43 C 2.424 0.955 -2.549
44 O -2.480 -4.755 -1.688
45 H 1.404 0.903 -2.936
46 C -2.807 4.485 -2.153
47 C 5.280 0.230 -1.109
48 Sb -2.328 1.792 -0.662
49 H -0.426 2.147 -3.150
50 S 2.424 -0.252 -1.203
51 H -3.692 0.762 -3.499
52 H -2.330 5.409 -2.482
53 C -0.796 -0.410 4.534
54 H -4.895 -0.376 -2.911
55 C -1.730 3.422 -1.933
56 C -2.034 -3.645 -1.560
57 H 0.532 -0.081 6.206
58 H 0.787 -2.634 -0.151
59 C -1.158 -3.414 -3.874
60 C 0.400 -3.809 -1.946
61 H -2.246 -1.629 -4.456
62 H -0.353 2.657 1.517
63 H 3.880 2.465 -1.966
64 O 0.019 -0.987 -3.008
65 H 1.207 -3.393 -2.554
66 C -0.654 -1.599 -2.204
67 H 5.265 0.824 -2.025
68 O -2.662 -0.891 0.596
69 H -1.995 2.491 -3.874
70 H -3.192 -0.627 -2.540
71 H -0.014 -4.177 0.159
72 C 2.831 2.401 -2.254
73 H -6.200 1.515 -1.766
74 H -5.369 2.719 -0.797
75 H 0.921 2.879 -1.327
76 H -3.394 4.722 -1.266
77 H -1.250 3.508 2.762
78 H -5.052 2.599 -2.528
79 H -0.760 3.740 -3.831
80 H 2.758 2.909 -3.220
81 H 4.383 1.692 0.233
82 C 5.305 1.124 0.121
83 C -3.964 0.132 -2.650
84 H 2.041 4.233 -1.427
85 H 4.229 -1.453 -1.988
86 Pd -0.167 0.551 -0.208
87 H 6.203 -0.353 -1.157
88 C 4.145 -0.780 -1.130
89 H -4.464 0.321 -0.558

Highest occupied orbital energy ... -11.51 eV
Net charge ... +1
Lowest unoccupied orbital energy ... -4.07 eV

=====

Number 1: frontier orbital gap 10.96 eV. Number 2: frontier orbital gap 9.70 eV. Number 3: frontier orbital gap 7.43 eV.